[1]
{"formula": "C4H4BrOP", "method": "ωB97M-V/def2-TZVPD", "elements": ["C", "C", "C", "C", "O", "P", "Br", "H", "H", "H", "H"], "coordinates": [[0.212141, 1.183750, 0.223411], [-0.544742, 0.204646, 0.827943], [0.868187, 0.481023, -0.954601], [-0.581173, -0.881022, -0.135291], [0.201418, -0.662711, -1.195811], [-1.484719, -2.306302, 0.003187], [2.673981, 0.268741, -0.322363], [0.477046, 2.084738, 0.495973], [-1.131152, 0.444876, 1.643372], [1.031876, 1.055803, -1.867112], [-1.722868, -1.873539, 1.281291]], "forces_ev_per_angstrom": [[-1.86, -6.85, -1.30], [2.23, 2.87, -3.51], [0.46, 3.19, -0.15], [-1.52, -2.12, 1.47], [-0.08, -0.28, -0.32], [0.44, -0.04, -0.63], [1.50, -0.59, 0.20], [1.13, 4.48, 1.49], [-1.14, -0.48, 1.63], [-0.38, -0.08, 0.07], [-0.79, -0.11, 1.04]], "fmax_ev_per_a": 7.21, "smiles": "[H]/P=C1\\C=C[C@@H](Br)O1", "gap_ev": 7.81}

---

[2]
{"formula": "C22H33Br3Cl2O10", "method": "ωB97M-V/def2-TZVPD", "elements": ["O", "C", "O", "C", "C", "C", "H", "H", "H", "H", "H", "H", "O", "C", "O", "C", "C", "C", "H", "H", "H", "H", "H", "H", "O", "C", "O", "C", "C", "C", "H", "H", "H", "H", "H", "H", "O", "C", "O", "C", "C", "C", "H", "H", "H", "H", "H", "H", "O", "C", "O", "C", "C", "C", "H", "H", "H", "H", "H", "H", "C", "Cl", "Cl", "H", "H", "C", "Br", "Br", "Br", "H"], "coordinates": [[-3.372660, 0.680123, 5.548692], [-3.510883, 0.742895, 4.375716], [-3.175252, -0.279436, 3.561380], [-3.481086, 0.026449, 2.182375], [-3.434182, 1.549964, 2.167454], [-4.003161, 1.917377, 3.543243], [-4.466701, -0.398377, 1.993806], [-2.742199, -0.412007, 1.522548], [-4.050453, 2.049336, 1.420150], [-2.397053, 1.860771, 2.068388], [-5.083199, 1.989150, 3.634383], [-3.536129, 2.818681, 3.931720], [2.800621, 1.810991, 1.054621], [2.464654, 2.589893, 0.253190], [3.107487, 2.692749, -0.914588], [2.395580, 3.545165, -1.865586], [1.174963, 4.078963, -1.104604], [1.348189, 3.593438, 0.337841], [2.162301, 2.900236, -2.706627], [3.094138, 4.333295, -2.136935], [0.212975, 3.811988, -1.541632], [1.139427, 5.170075, -1.178291], [0.447615, 3.046133, 0.633864], [1.470259, 4.367901, 1.089083], [0.663586, -6.804719, 2.955868], [0.381066, -5.924037, 2.208894], [-0.888079, -5.477496, 2.128862], [-1.051432, -4.446886, 1.097606], [0.192908, -4.594899, 0.227978], [1.216007, -5.215379, 1.173599], [-1.083418, -3.522506, 1.667967], [-1.979538, -4.699818, 0.598076], [0.527989, -3.628432, -0.140755], [-0.023841, -5.280945, -0.594133], [1.768378, -4.391490, 1.649783], [2.011613, -5.823955, 0.756053], [0.289721, 4.468880, -6.419483], [1.203576, 3.789649, -6.262546], [1.366845, 3.051311, -5.148486], [2.552342, 2.236641, -5.267383], [2.872187, 2.228957, -6.766016], [2.447155, 3.656247, -7.136431], [2.437402, 1.228243, -4.885396], [3.381059, 2.762037, -4.776541], [2.238647, 1.492954, -7.258721], [3.922569, 2.078083, -7.004055], [2.111291, 3.839855, -8.155581], [3.162652, 4.452128, -6.933468], [0.560433, -1.454203, 1.488976], [0.504868, -1.323895, 2.685622], [-0.183643, -2.143377, 3.475815], [0.046381, -1.885522, 4.853998], [0.937728, -0.620889, 4.960505], [1.237704, -0.248682, 3.495721], [0.509843, -2.718232, 5.388336], [-0.910590, -1.775829, 5.361082], [1.904975, -0.837180, 5.400400], [0.375783, 0.167530, 5.446035], [2.271979, -0.364430, 3.190126], [0.774862, 0.655093, 3.097060], [0.598235, -0.294861, -1.096638], [-0.859523, 0.569869, -0.582499], [1.102007, 0.052192, -2.749406], [1.390071, -0.085051, -0.390849], [0.376065, -1.348968, -1.012130], [-3.880276, -3.191708, -1.798191], [-2.152535, -2.289004, -1.831308], [-4.871921, -2.729368, -0.224835], [-3.676421, -5.123854, -1.999843], [-4.341965, -2.969808, -2.743859]], "forces_ev_per_angstrom": [[0.11, -0.11, 1.25], [-0.15, 0.33, -0.89], [0.32, -0.53, -0.25], [-0.21, 0.46, 0.42], [-1.23, 0.35, -0.06], [1.29, -0.35, 0.20], [-0.04, 0.12, -0.29], [0.12, -0.29, 0.11], [0.29, -0.34, -0.45], [0.04, 0.18, 0.04], [-0.11, 0.01, -0.29], [-0.26, 0.10, 0.17], [0.69, -2.13, 2.39], [-0.32, 2.00, -1.31], [-0.16, 0.25, -1.00], [0.30, -0.51, 0.82], [-0.24, 1.17, -0.19], [-1.33, -0.41, -0.64], [-0.13, 0.24, -0.09], [-0.06, 0.00, -0.21], [0.19, -0.61, -0.01], [0.28, -0.05, 0.19], [0.15, -0.03, 0.13], [0.50, 0.02, -0.05], [0.66, -0.42, 0.60], [-0.67, 0.03, -0.69], [-0.31, 0.24, -0.24], [0.57, -0.84, 1.10], [-0.01, -0.18, -0.25], [0.51, 1.02, 0.29], [-0.20, 0.27, -0.47], [-0.10, 0.31, -0.10], [-0.06, -0.07, -0.20], [0.05, 0.19, -0.11], [-0.23, -0.15, 0.28], [-0.31, -0.36, -0.21], [-3.77, 2.54, -0.72], [3.87, -1.05, 0.43], [0.22, -1.38, 0.69], [0.92, 0.57, -0.79], [0.19, 0.86, -0.13], [-1.17, -0.53, -0.52], [-0.38, 0.18, 0.34], [-0.21, -0.26, 0.35], [0.11, 0.01, -0.23], [-0.02, -0.42, 0.19], [0.17, -0.34, -0.14], [0.14, -0.18, 0.46], [-0.34, -0.21, 0.14], [0.85, 0.40, 0.03], [-0.10, -0.62, -0.09], [0.12, 0.40, 1.28], [-0.08, 0.06, -1.20], [-1.24, -1.20, -0.58], [0.17, -0.30, -0.71], [-0.18, 0.32, -0.32], [-0.24, 0.08, 0.66], [0.32, 0.12, 0.36], [0.16, 0.56, 0.09], [0.53, 0.37, 0.35], [0.05, -0.44, 0.43], [0.13, 0.42, -0.11], [-0.11, 0.16, 0.03], [0.12, 0.30, -0.09], [-0.05, -0.12, -0.13], [0.88, -0.67, -0.21], [-0.53, -0.34, 0.00], [-0.01, -0.04, -0.40], [0.08, 0.17, 0.31], [-0.53, 0.67, 0.23]], "fmax_ev_per_a": 4.60, "gap_ev": 9.53}

---

[3]
{"formula": "C4H10NO2", "method": "ωB97M-V/def2-TZVPD", "elements": ["O", "C", "C", "C", "C", "O", "N", "H", "H", "H", "H", "H", "H", "H", "H", "H", "H"], "coordinates": [[-0.174382, -0.740882, -2.660916], [0.511553, -1.044720, -1.612027], [0.341076, 0.037944, -0.558284], [0.926339, -0.398254, 0.798557], [0.583422, 0.622578, 1.956169], [-0.844180, 0.827406, 2.074551], [-1.106257, 0.412690, -0.533960], [1.093662, -1.965737, -1.611769], [0.935652, 0.944933, -0.821349], [1.998675, -0.162461, 0.795502], [0.689868, -1.398336, 1.169630], [1.115007, 1.593482, 1.802057], [0.862261, 0.116152, 2.893151], [-0.969307, 1.618042, 2.605331], [-1.491295, -0.529186, -0.358022], [-1.368606, 0.955113, 0.320221], [-1.298507, 0.674936, -1.511386]], "forces_ev_per_angstrom": [[-0.12, 0.03, -0.59], [-1.71, 1.23, -0.29], [3.36, -1.51, 0.53], [-0.63, 2.57, 1.53], [-0.10, -1.01, -0.17], [0.12, 0.37, -0.29], [-0.03, -1.20, 0.91], [0.34, 0.29, 0.76], [-0.73, -0.04, -0.13], [0.03, -1.00, -0.53], [0.08, 0.02, -0.54], [-0.42, -0.73, 0.18], [0.48, 0.56, -0.18], [-0.17, -0.01, 0.17], [-0.50, 0.24, -0.54], [0.30, 0.22, -0.99], [-0.28, -0.03, 0.16]], "fmax_ev_per_a": 3.72, "gap_ev": [4.79, 7.98], "multiplicity": 2}

---

[4]
{"formula": "C27H37EuN4O6S3", "method": "ωB97M-V/def2-TZVPD", "elements": ["Eu", "C", "C", "S", "C", "C", "S", "C", "C", "S", "H", "H", "H", "H", "H", "H", "H", "H", "H", "H", "H", "H", "C", "O", "C", "C", "C", "C", "C", "C", "O", "C", "O", "C", "H", "H", "H", "H", "H", "H", "H", "H", "H", "O", "C", "N", "C", "O", "C", "C", "C", "C", "N", "C", "H", "H", "H", "H", "H", "H", "H", "H", "N", "C", "N", "C", "C", "O", "C", "C", "H", "H", "H", "H", "H", "H", "H", "H"], "coordinates": [[-0.364731, 0.176841, 0.442928], [-1.948496, -1.406915, 3.683232], [-2.288545, -2.312095, 2.495487], [-2.871967, -1.510373, 0.995335], [-4.266167, -0.539959, 1.595028], [-4.353614, 0.852953, 0.969498], [-2.841381, 1.801243, 0.820075], [-2.522133, 2.424979, 2.477167], [-2.317342, 1.410031, 3.597086], [-1.050402, 0.124523, 3.326202], [-2.838657, -1.121002, 4.240587], [-1.333629, -1.980568, 4.375417], [-1.408241, -2.877986, 2.188779], [-3.023519, -3.050510, 2.818102], [-5.181361, -1.085282, 1.366071], [-4.195884, -0.482761, 2.676382], [-4.725024, 0.780066, -0.054024], [-5.087029, 1.453387, 1.510915], [-1.633251, 3.039299, 2.344256], [-3.337461, 3.093543, 2.759948], [-2.031219, 1.949097, 4.499021], [-3.240777, 0.887390, 3.826674], [1.027490, 7.075962, 0.532900], [2.280540, 6.375081, 0.498939], [2.282955, 5.050827, 0.575694], [3.570298, 4.460472, 0.546860], [3.665854, 3.111777, 0.630347], [2.517179, 2.269954, 0.732606], [2.706233, 0.872163, 0.881955], [4.065317, 0.251278, 0.962681], [1.728343, 0.051141, 0.956839], [1.238264, 2.893108, 0.744315], [0.120518, 2.175168, 0.832859], [1.131316, 4.274994, 0.676309], [1.278714, 8.126667, 0.456745], [0.515705, 6.882739, 1.474556], [0.404044, 6.780624, -0.309836], [4.438649, 5.098270, 0.466174], [4.650309, 2.664450, 0.617168], [4.626325, 0.657322, 1.805777], [4.642533, 0.456433, 0.059305], [3.964557, -0.823704, 1.077594], [0.144432, 4.710105, 0.688700], [0.483836, -4.234847, 3.518167], [0.760608, -5.442697, 2.807647], [2.071105, -5.490355, 2.232151], [2.464097, -4.800851, 1.119529], [3.614342, -4.734671, 0.753430], [1.394679, -4.182037, 0.257761], [1.008534, -4.751916, -0.944682], [0.105739, -4.071087, -1.748369], [-0.354683, -2.836884, -1.334590], [0.024791, -2.273066, -0.180221], [0.873680, -2.951319, 0.597600], [1.003157, -4.233196, 4.331861], [0.011635, -5.496658, 2.022209], [0.644306, -6.307914, 3.456365], [2.830144, -5.906078, 2.753343], [1.416914, -5.707302, -1.251795], [-0.230791, -4.484590, -2.688574], [-1.059694, -2.275836, -1.934903], [1.163556, -2.488058, 1.532494], [-0.567976, 0.507272, -1.920036], [-0.696423, 0.703001, -3.058049], [-0.837779, 0.922332, -4.330882], [-1.713918, 0.071582, -5.177704], [-0.834278, -0.758809, -6.084026], [0.033743, 0.072183, -6.828703], [0.926507, 0.794123, -5.999692], [0.165239, 1.723498, -5.083361], [-2.340815, 0.746063, -5.760065], [-2.350756, -0.533823, -4.535838], [-1.445519, -1.311403, -6.793980], [-0.248199, -1.474882, -5.492882], [1.579238, 1.369924, -6.651814], [1.541435, 0.098154, -5.415737], [-0.388617, 2.466197, -5.655720], [0.813427, 2.233212, -4.373590]], "forces_ev_per_angstrom": [[-1.51, -0.86, 0.08], [-0.13, -0.13, 0.06], [0.07, -0.11, 0.21], [0.17, -0.10, -0.33], [-0.22, 0.13, 0.07], [-0.30, -0.15, 0.00], [0.18, 0.14, -0.16], [0.05, 0.01, 0.20], [-0.09, 0.08, 0.00], [0.21, 0.06, -0.01], [-0.03, -0.03, 0.00], [0.04, -0.02, -0.01], [0.04, 0.03, -0.02], [-0.02, 0.00, 0.01], [-0.02, 0.01, 0.01], [0.01, 0.02, 0.03], [0.03, -0.02, -0.01], [-0.01, -0.03, 0.00], [0.04, -0.01, 0.00], [-0.01, -0.02, 0.00], [0.04, 0.02, 0.01], [-0.07, 0.02, 0.01], [0.23, -0.16, 0.01], [-0.19, 0.14, -0.02], [-0.08, 0.19, 0.01], [-0.15, -0.08, 0.01], [0.03, -0.08, 0.01], [0.50, 0.00, 0.03], [-0.24, -0.22, 0.02], [0.13, 0.07, 0.03], [0.89, 0.21, 0.05], [-0.58, -0.46, 0.14], [0.82, 1.17, -0.10], [0.25, 0.19, -0.05], [0.01, 0.03, 0.00], [-0.04, 0.01, 0.03], [-0.03, 0.00, -0.03], [-0.03, 0.01, 0.00], [-0.03, -0.01, 0.01], [0.00, -0.02, -0.01], [-0.02, 0.01, 0.02], [-0.02, -0.01, 0.02], [-0.02, 0.02, 0.00], [0.08, -0.11, -0.10], [-0.08, 0.09, 0.12], [0.02, 0.26, -0.10], [0.12, -0.50, -0.22], [0.04, 0.08, 0.09], [-0.06, 0.04, 0.22], [0.05, -0.08, -0.12], [0.02, -0.04, -0.01], [-0.04, -0.02, 0.11], [0.09, -0.09, -0.09], [-0.03, 0.12, 0.09], [-0.05, 0.02, -0.03], [-0.05, 0.02, -0.02], [-0.01, -0.04, 0.04], [0.01, 0.02, 0.02], [-0.02, 0.02, 0.00], [0.02, -0.02, 0.01], [0.00, 0.02, -0.02], [0.04, 0.07, 0.02], [-0.14, 0.04, -0.19], [0.01, -0.01, -0.60], [0.05, 0.02, 0.28], [0.05, 0.27, 0.27], [0.17, -0.05, -0.13], [-0.03, 0.03, 0.03], [0.02, -0.15, -0.17], [-0.27, -0.01, 0.26], [-0.02, 0.00, -0.04], [0.01, -0.05, 0.00], [0.01, 0.00, -0.06], [-0.01, -0.03, 0.03], [0.01, -0.02, -0.05], [0.02, -0.01, 0.04], [0.00, 0.03, -0.04], [0.04, -0.01, 0.00]], "fmax_ev_per_a": 1.74, "charge": 2, "gap_ev": [7.43, 8.23], "multiplicity": 7}

---

[5]
{"formula": "C15H24CuN2O9", "method": "ωB97M-V/def2-TZVPD", "elements": ["Cu", "C", "O", "O", "O", "C", "C", "C", "O", "C", "C", "C", "O", "O", "O", "H", "H", "C", "C", "C", "O", "C", "N", "H", "H", "H", "H", "H", "H", "H", "H", "H", "H", "H", "C", "C", "C", "O", "C", "N", "H", "H", "H", "H", "H", "H", "H", "H", "H", "H", "H"], "coordinates": [[-1.789577, -0.583667, 0.945077], [-5.057687, -3.608847, 0.282087], [-6.049487, -4.214737, -0.174803], [-3.858457, -3.903017, 0.293497], [-5.242027, -2.394637, 0.349477], [-4.110887, 2.740623, -6.947363], [-3.116117, 3.093093, -7.953343], [-1.609557, 3.178543, -7.419253], [-0.803577, 3.783073, -8.168883], [-1.257117, 2.543583, -6.135283], [-2.270837, 2.085733, -5.326833], [-3.763367, 2.277833, -5.691943], [-4.730737, 2.019133, -4.840133], [-1.779327, 1.424253, -4.276713], [-3.171937, 3.409643, -9.103843], [-5.161437, 2.702673, -7.194993], [-0.206187, 2.572553, -5.888133], [-0.937697, 4.244963, 4.575257], [-0.910737, 2.813543, 4.190717], [-1.438287, 1.890033, 5.273757], [-1.940177, 0.713623, 4.653347], [-2.907197, -0.035547, 5.480497], [-1.665067, 2.752143, 2.964927], [-0.584157, 4.888133, 3.769367], [-0.307177, 4.529783, 5.417527], [-1.898137, 4.678453, 4.854087], [0.128263, 2.508783, 4.065377], [-2.286557, 2.337923, 5.791377], [-0.720607, 1.733863, 6.079137], [-2.682287, -0.291187, 6.515937], [-2.975987, -1.003557, 4.984207], [-3.882667, 0.450803, 5.474117], [-2.588717, 3.135063, 3.107527], [-1.136607, 3.375533, 2.371457], [4.940853, -1.491257, 0.867097], [4.101663, -2.562297, 0.088247], [4.737643, -3.917347, -0.213713], [5.928203, -3.728457, -1.002413], [6.369863, -4.885527, -1.791583], [2.918573, -2.724237, 0.873907], [5.215123, -1.829507, 1.866327], [4.371713, -0.581057, 1.056057], [5.852163, -1.147077, 0.378047], [3.858143, -2.089817, -0.863363], [4.038103, -4.419237, -0.882183], [4.922373, -4.420087, 0.735617], [6.659513, -5.737567, -1.176583], [7.273743, -4.625097, -2.342283], [5.636513, -5.178297, -2.542963], [2.664543, -3.698957, 0.799767], [3.223413, -2.812347, 1.832767]], "forces_ev_per_angstrom": [[-0.50, -0.21, -0.04], [0.22, -0.53, -3.33], [-1.02, -2.24, 0.65], [2.07, -2.40, 1.11], [-0.82, 5.28, 1.79], [1.54, 0.36, -2.23], [1.15, -0.49, 3.20], [0.57, 0.89, -1.45], [-1.12, -1.47, 2.16], [0.17, 1.97, -2.72], [1.34, -2.88, 4.19], [-3.24, -0.91, 3.45], [3.78, 0.49, -2.04], [-2.60, 2.01, -2.83], [-1.45, 0.38, -2.21], [-0.04, 0.18, -0.07], [-0.05, -0.39, 0.43], [0.87, 2.13, 1.47], [-0.19, -0.14, 0.66], [-1.72, -0.23, -0.19], [-0.29, -0.93, 1.98], [0.63, -0.01, -1.47], [0.60, -1.03, -0.73], [0.12, -0.16, -0.23], [0.35, -0.24, 0.34], [-0.48, -0.55, -0.16], [0.06, -0.02, -0.71], [-0.34, 0.54, 0.04], [0.49, -0.41, -0.13], [0.82, 0.59, 0.19], [-0.24, 0.16, -0.19], [-0.01, 0.19, -0.16], [-0.14, 0.04, -0.09], [-0.52, 0.02, -0.68], [0.36, -0.31, -0.33], [1.44, 1.86, 0.11], [0.83, 1.01, -1.19], [0.63, -1.13, -0.38], [-0.25, 1.06, 0.70], [-0.68, -1.24, 0.79], [0.12, -0.40, 0.07], [-0.46, -0.17, -0.30], [0.04, -0.36, -0.23], [-0.16, -0.11, -0.17], [-0.35, -0.54, 0.47], [0.16, -0.48, -0.05], [-0.34, -0.08, 0.29], [-0.06, 0.50, 0.16], [-0.33, -0.04, 0.18], [-1.05, -0.35, -0.76], [0.11, 0.81, 0.65]], "fmax_ev_per_a": 5.64, "charge": -2, "gap_ev": [3.21, 2.86], "multiplicity": 2}

---

Copy entry 1 word for word.
{"formula": "C4H4BrOP", "method": "ωB97M-V/def2-TZVPD", "elements": ["C", "C", "C", "C", "O", "P", "Br", "H", "H", "H", "H"], "coordinates": [[0.212141, 1.183750, 0.223411], [-0.544742, 0.204646, 0.827943], [0.868187, 0.481023, -0.954601], [-0.581173, -0.881022, -0.135291], [0.201418, -0.662711, -1.195811], [-1.484719, -2.306302, 0.003187], [2.673981, 0.268741, -0.322363], [0.477046, 2.084738, 0.495973], [-1.131152, 0.444876, 1.643372], [1.031876, 1.055803, -1.867112], [-1.722868, -1.873539, 1.281291]], "forces_ev_per_angstrom": [[-1.86, -6.85, -1.30], [2.23, 2.87, -3.51], [0.46, 3.19, -0.15], [-1.52, -2.12, 1.47], [-0.08, -0.28, -0.32], [0.44, -0.04, -0.63], [1.50, -0.59, 0.20], [1.13, 4.48, 1.49], [-1.14, -0.48, 1.63], [-0.38, -0.08, 0.07], [-0.79, -0.11, 1.04]], "fmax_ev_per_a": 7.21, "smiles": "[H]/P=C1\\C=C[C@@H](Br)O1", "gap_ev": 7.81}